(1)
Density functional theory data (ωB97M-V/def2-TZVPD) for a molecular structure, C20H38LiN6O3PTe at a distorted geometry.

Results
lowest unoccupied orbital energy: 0.54 eV
highest occupied orbital energy: -7.29 eV
calculated total energy: -1956.12900 a.u.
HOMO-LUMO gap: 7.824 eV

Each line ends with the Mulliken charge.
CARTESIAN COORDINATES (ANGSTROEM)
1 Li 4.34 -11.17 14.86  1.027
2 C 1.06 -10.94 12.54  -0.880
3 N 1.76 -9.90 13.28  0.043
4 C 1.46 -10.01 14.71  -0.826
5 C 2.99 -9.55 12.84  0.777
6 N 4.07 -9.62 13.56  -0.191
7 C 5.30 -8.95 13.25  0.005
8 C 5.44 -7.88 12.39  -0.723
9 C 6.65 -7.18 12.36  -1.204
10 C 7.78 -7.75 12.90  -0.514
11 C 7.61 -8.82 13.75  -0.241
12 C 6.38 -9.43 13.96  -0.395
13 N 6.30 -10.56 14.76  -0.223
14 C 6.95 -10.65 15.89  0.643
15 N 7.18 -11.89 16.34  0.300
16 C 6.97 -12.96 15.42  -0.967
17 C 7.31 -12.27 17.74  -0.996
18 N 7.32 -9.61 16.69  0.393
19 C 6.58 -8.35 16.74  -1.060
20 C 8.69 -9.66 17.28  -1.117
21 N 2.97 -9.24 11.50  0.271
22 C 1.88 -8.61 10.85  -1.307
23 C 4.01 -9.68 10.59  -1.184
24 H 1.40 -11.98 12.75  0.054
25 H 1.15 -10.63 11.46  0.401
26 H 0.00 -10.85 12.71  0.367
27 H 0.41 -9.96 14.98  0.344
28 H 1.94 -9.20 15.25  0.371
29 H 1.70 -11.00 15.07  0.115
30 H 4.59 -7.61 11.90  0.786
31 H 6.84 -6.48 11.57  0.329
32 H 8.77 -7.25 12.76  0.313
33 H 8.42 -9.24 14.32  0.377
34 H 6.96 -12.71 14.39  0.308
35 H 6.02 -13.27 15.68  0.216
36 H 7.74 -13.75 15.60  0.287
37 H 7.16 -11.39 18.36  0.343
38 H 8.29 -12.77 17.87  0.350
39 H 6.50 -12.91 18.07  0.217
40 H 5.81 -8.47 15.99  0.273
41 H 7.26 -7.51 16.51  0.313
42 H 6.29 -8.24 17.77  0.418
43 H 9.05 -10.71 17.14  0.360
44 H 8.76 -9.30 18.28  0.330
45 H 9.39 -9.09 16.68  0.338
46 H 1.74 -8.96 9.82  0.389
47 H 2.11 -7.53 10.69  0.259
48 H 1.01 -8.66 11.46  0.517
49 H 4.81 -10.19 11.17  0.310
50 H 4.55 -8.87 10.15  0.476
51 H 3.61 -10.26 9.73  0.382
52 C -0.35 -14.07 15.08  -1.244
53 C 1.19 -14.03 15.15  0.051
54 O 1.64 -13.27 16.25  -0.220
55 P 3.27 -13.17 16.45  0.320
56 O 3.85 -13.01 15.06  -0.892
57 Te 3.60 -11.43 18.03  -0.282
58 O 3.68 -14.71 16.90  -0.313
59 C 2.99 -15.15 18.03  -0.197
60 C 3.80 -16.31 18.70  -1.334
61 H -0.71 -14.71 14.25  0.377
62 H -0.83 -13.11 14.77  0.213
63 H -0.65 -14.45 16.05  0.333
64 H 1.76 -13.74 14.18  0.096
65 H 1.52 -15.14 15.25  0.330
66 H 2.04 -15.51 17.74  0.262
67 H 2.93 -14.43 18.82  0.298
68 H 4.15 -17.03 17.97  0.333
69 H 3.20 -16.88 19.39  0.426
70 H 4.57 -15.89 19.40  0.267

***

(2)
Density functional theory data (ωB97M-V/def2-TZVPD) for 3 unconnected molecules or ions with the total composition C20H38N3O5P.

Results
structure (SMILES): CCCCCCN([PH2]=O)C(=O)OCCOC(=O)CC.CCCC#N.CCCC#N
lowest unoccupied orbital energy: 0.10 eV
highest occupied orbital energy: -10.53 eV
calculated total energy: -1666.69531 a.u.
HOMO-LUMO gap: 10.629 eV

Each line ends with the Mulliken charge.
CARTESIAN COORDINATES (ANGSTROEM)
1 C 2.41 -3.52 0.47  -1.408
2 C 2.48 -2.22 1.26  -0.368
3 C 1.67 -1.10 0.60  1.101
4 C 1.88 0.27 1.27  -0.486
5 C 2.28 1.42 0.34  -1.204
6 C 1.26 1.77 -0.74  -0.696
7 N 1.23 0.87 -1.91  0.622
8 P 2.56 0.85 -2.97  0.383
9 O 2.34 0.08 -4.20  -0.657
10 C -0.03 0.93 -2.57  0.002
11 O -0.25 1.55 -3.56  -0.601
12 O -0.97 0.19 -1.93  -0.185
13 C -0.89 -1.21 -2.23  -0.195
14 C -1.56 -2.01 -1.14  -0.620
15 O -2.96 -1.78 -1.10  -0.392
16 C -3.48 -0.67 -0.49  0.678
17 O -4.53 -0.25 -0.86  -0.563
18 C -2.67 -0.08 0.65  0.658
19 C -3.42 1.00 1.43  -1.365
20 H 3.09 -4.27 0.87  0.415
21 H 1.40 -3.94 0.48  0.276
22 H 2.68 -3.34 -0.58  0.327
23 H 3.52 -1.89 1.32  0.405
24 H 2.11 -2.38 2.28  0.182
25 H 1.93 -1.06 -0.46  0.201
26 H 0.61 -1.36 0.64  -0.815
27 H 2.67 0.17 2.02  0.275
28 H 0.98 0.57 1.81  0.394
29 H 2.41 2.32 0.95  0.453
30 H 3.26 1.22 -0.10  0.287
31 H 0.26 1.75 -0.30  0.241
32 H 1.43 2.80 -1.09  0.357
33 H 2.91 2.21 -3.11  0.057
34 H 3.55 0.35 -2.12  0.049
35 H 0.15 -1.53 -2.32  0.525
36 H -1.40 -1.39 -3.18  0.257
37 H -1.09 -1.83 -0.17  0.094
38 H -1.43 -3.06 -1.38  0.375
39 H -1.75 0.33 0.23  -0.580
40 H -2.36 -0.90 1.31  0.361
41 H -3.09 2.00 1.15  0.350
42 H -3.27 0.89 2.50  0.353
43 H -4.49 0.94 1.23  0.348
44 C -4.01 -0.04 -4.08  -0.827
45 C -3.31 0.23 -5.41  -0.518
46 C -2.97 1.71 -5.60  0.001
47 C -4.17 2.55 -5.61  0.143
48 N -5.11 3.20 -5.61  -0.462
49 H -4.97 0.48 -4.03  0.494
50 H -4.20 -1.11 -3.95  0.332
51 H -3.40 0.30 -3.24  -0.078
52 H -3.93 -0.11 -6.24  0.369
53 H -2.38 -0.33 -5.46  0.310
54 H -2.44 1.87 -6.54  0.380
55 H -2.32 2.04 -4.79  -0.091
56 C 2.95 0.38 7.67  -1.167
57 C 2.90 1.17 6.37  -0.525
58 C 2.12 0.44 5.27  -0.102
59 C 2.72 -0.84 4.93  0.304
60 N 3.21 -1.85 4.66  -0.485
61 H 3.47 -0.57 7.53  0.348
62 H 3.49 0.94 8.44  0.347
63 H 1.95 0.17 8.05  0.296
64 H 3.91 1.37 6.02  0.306
65 H 2.42 2.13 6.54  0.340
66 H 2.08 1.05 4.36  0.056
67 H 1.09 0.26 5.59  0.336

***

(3)
Density functional theory data (ωB97M-V/def2-TZVPD) for 5 unconnected molecules or ions with the total composition C20H38N5O at a distorted geometry.

Results
lowest unoccupied orbital energy: -2.39 eV
highest occupied orbital energy: -12.24 eV
calculated total energy: -1133.62270 a.u.
HOMO-LUMO gap: 9.848 eV
total charge: +1

Each line ends with the Mulliken charge.
CARTESIAN COORDINATES (ANGSTROEM)
1 C -1.06 0.82 3.48  -1.385
2 C -1.11 -0.71 3.32  -0.689
3 C -2.04 -1.24 2.21  0.460
4 C -3.25 -0.32 1.96  -1.878
5 C -1.33 -1.49 0.85  0.796
6 C -1.63 -2.92 0.35  -1.101
7 N -0.40 -3.38 -0.44  0.135
8 C 0.45 -2.14 -0.56  0.440
9 C 1.87 -2.35 -1.04  -0.928
10 C 2.22 -1.44 -2.23  -0.864
11 C 2.05 0.05 -1.92  -0.006
12 O 1.61 0.82 -3.01  -0.480
13 C 0.23 0.68 -3.26  -0.611
14 C 0.20 -1.50 0.80  -1.650
15 H -0.35 1.05 4.28  0.429
16 H -2.02 1.21 3.80  0.347
17 H -0.71 1.33 2.59  0.317
18 H -1.47 -1.11 4.27  0.445
19 H -0.09 -1.07 3.21  0.293
20 H -2.47 -2.17 2.58  0.450
21 H -3.86 -0.21 2.85  0.404
22 H -2.93 0.66 1.60  0.424
23 H -3.87 -0.76 1.18  0.465
24 H -1.70 -0.76 0.12  0.188
25 H -2.50 -3.01 -0.29  0.207
26 H -1.72 -3.64 1.16  0.511
27 H -0.71 -3.64 -1.38  0.405
28 H 0.07 -4.16 0.01  0.422
29 H -0.14 -1.54 -1.27  0.073
30 H 2.55 -2.19 -0.20  0.128
31 H 1.97 -3.38 -1.40  0.358
32 H 1.59 -1.72 -3.08  0.428
33 H 3.25 -1.61 -2.53  0.402
34 H 3.03 0.45 -1.64  0.377
35 H 1.39 0.23 -1.06  -0.042
36 H -0.07 -0.36 -3.39  0.274
37 H -0.36 1.12 -2.45  0.149
38 H 0.00 1.20 -4.19  0.310
39 H 0.70 -0.54 0.89  0.332
40 H 0.61 -2.13 1.59  0.518
41 C -3.77 -4.93 -3.23  -1.008
42 C -2.91 -3.77 -2.98  0.569
43 N -2.27 -2.83 -2.82  -0.452
44 H -4.81 -4.62 -3.20  0.305
45 H -3.54 -5.34 -4.21  0.340
46 H -3.59 -5.69 -2.47  0.298
47 C 4.28 0.34 1.81  -0.635
48 C 3.70 -0.99 2.00  0.510
49 N 3.26 -2.04 2.17  -0.481
50 H 3.75 0.87 1.01  0.076
51 H 4.19 0.91 2.73  0.318
52 H 5.33 0.24 1.55  0.317
53 C 0.86 4.20 -1.55  -0.552
54 C 1.74 3.36 -0.76  0.521
55 N 2.44 2.69 -0.14  -0.477
56 H 0.40 4.96 -0.93  0.023
57 H 1.42 4.68 -2.34  0.312
58 H 0.07 3.59 -2.00  0.165
59 C 0.53 7.89 1.62  -0.746
60 C -0.29 7.33 0.56  0.361
61 N -0.94 6.91 -0.28  -0.431
62 H 0.73 8.94 1.42  0.267
63 H 0.02 7.80 2.58  0.266
64 H 1.48 7.36 1.67  0.281

***

> Among the records above, which one has the highest calculated total energy?

C20H38N5O

***

> The highest calculated total energy belongs to which entry?

C20H38N5O

***

Copy entry 1 word for word.
Density functional theory data (ωB97M-V/def2-TZVPD) for a molecular structure, C20H38LiN6O3PTe at a distorted geometry.

Results
lowest unoccupied orbital energy: 0.54 eV
highest occupied orbital energy: -7.29 eV
calculated total energy: -1956.12900 a.u.
HOMO-LUMO gap: 7.824 eV

Each line ends with the Mulliken charge.
CARTESIAN COORDINATES (ANGSTROEM)
1 Li 4.34 -11.17 14.86  1.027
2 C 1.06 -10.94 12.54  -0.880
3 N 1.76 -9.90 13.28  0.043
4 C 1.46 -10.01 14.71  -0.826
5 C 2.99 -9.55 12.84  0.777
6 N 4.07 -9.62 13.56  -0.191
7 C 5.30 -8.95 13.25  0.005
8 C 5.44 -7.88 12.39  -0.723
9 C 6.65 -7.18 12.36  -1.204
10 C 7.78 -7.75 12.90  -0.514
11 C 7.61 -8.82 13.75  -0.241
12 C 6.38 -9.43 13.96  -0.395
13 N 6.30 -10.56 14.76  -0.223
14 C 6.95 -10.65 15.89  0.643
15 N 7.18 -11.89 16.34  0.300
16 C 6.97 -12.96 15.42  -0.967
17 C 7.31 -12.27 17.74  -0.996
18 N 7.32 -9.61 16.69  0.393
19 C 6.58 -8.35 16.74  -1.060
20 C 8.69 -9.66 17.28  -1.117
21 N 2.97 -9.24 11.50  0.271
22 C 1.88 -8.61 10.85  -1.307
23 C 4.01 -9.68 10.59  -1.184
24 H 1.40 -11.98 12.75  0.054
25 H 1.15 -10.63 11.46  0.401
26 H 0.00 -10.85 12.71  0.367
27 H 0.41 -9.96 14.98  0.344
28 H 1.94 -9.20 15.25  0.371
29 H 1.70 -11.00 15.07  0.115
30 H 4.59 -7.61 11.90  0.786
31 H 6.84 -6.48 11.57  0.329
32 H 8.77 -7.25 12.76  0.313
33 H 8.42 -9.24 14.32  0.377
34 H 6.96 -12.71 14.39  0.308
35 H 6.02 -13.27 15.68  0.216
36 H 7.74 -13.75 15.60  0.287
37 H 7.16 -11.39 18.36  0.343
38 H 8.29 -12.77 17.87  0.350
39 H 6.50 -12.91 18.07  0.217
40 H 5.81 -8.47 15.99  0.273
41 H 7.26 -7.51 16.51  0.313
42 H 6.29 -8.24 17.77  0.418
43 H 9.05 -10.71 17.14  0.360
44 H 8.76 -9.30 18.28  0.330
45 H 9.39 -9.09 16.68  0.338
46 H 1.74 -8.96 9.82  0.389
47 H 2.11 -7.53 10.69  0.259
48 H 1.01 -8.66 11.46  0.517
49 H 4.81 -10.19 11.17  0.310
50 H 4.55 -8.87 10.15  0.476
51 H 3.61 -10.26 9.73  0.382
52 C -0.35 -14.07 15.08  -1.244
53 C 1.19 -14.03 15.15  0.051
54 O 1.64 -13.27 16.25  -0.220
55 P 3.27 -13.17 16.45  0.320
56 O 3.85 -13.01 15.06  -0.892
57 Te 3.60 -11.43 18.03  -0.282
58 O 3.68 -14.71 16.90  -0.313
59 C 2.99 -15.15 18.03  -0.197
60 C 3.80 -16.31 18.70  -1.334
61 H -0.71 -14.71 14.25  0.377
62 H -0.83 -13.11 14.77  0.213
63 H -0.65 -14.45 16.05  0.333
64 H 1.76 -13.74 14.18  0.096
65 H 1.52 -15.14 15.25  0.330
66 H 2.04 -15.51 17.74  0.262
67 H 2.93 -14.43 18.82  0.298
68 H 4.15 -17.03 17.97  0.333
69 H 3.20 -16.88 19.39  0.426
70 H 4.57 -15.89 19.40  0.267

***

> Which formula does entry 2 have?

C20H38N3O5P